Density functional theory data (wB97M-V/def2-TZVPD) for a molecular structure, C31H32N10O9PbS2 in a non-equilibrium geometry.

Geometry as ORCA input:
```
! wB97M-V def2-TZVPD RIJCOSX def2/J DEFGRID3
* xyz -2 1
Pb 0.94256 1.23132 -0.44960
N 2.26639 -2.68318 5.86332
C 2.41386 -1.95905 4.72952
S 1.51138 -0.49979 4.53983
N 3.26283 -2.60015 3.82485
N 3.46221 -1.98064 2.71704
C 3.94946 -2.57189 1.69522
C 4.66643 -1.94147 0.59844
C 5.93768 -2.46649 0.27474
C 6.54525 -2.16009 -0.91856
C 6.07532 -1.10045 -1.66830
C 4.92857 -0.47538 -1.33146
C 4.06822 -0.88574 -0.26576
O 2.84768 -0.68327 -0.17157
H 2.03763 -2.15837 6.71992
H 2.63087 -3.63845 5.93517
H 4.15690 -3.65929 1.77751
H 6.29776 -3.30759 0.83952
H 7.39542 -2.70732 -1.31757
H 6.66625 -0.83573 -2.57063
H 4.53321 0.38182 -1.91504
O -3.70862 5.51695 1.48428
C -2.82971 4.56424 1.10100
C -3.19173 3.31714 0.46915
C -2.14807 2.45561 0.11838
N -0.84735 2.74196 0.41069
C -0.48501 3.96069 0.96034
C -1.48470 4.84109 1.36578
C 1.02781 4.15132 1.03696
O 1.52894 5.19435 1.31445
O 1.73069 3.03693 0.78381
C -2.40970 1.12621 -0.53797
O -3.55165 0.62298 -0.53186
O -1.40491 0.64976 -1.22177
H -4.56216 5.49240 1.00531
H -4.20862 2.92127 0.32609
H -1.21171 5.66606 2.00889
O -4.14735 -0.55246 -3.11729
C -3.77992 -1.90335 -2.81561
N -3.29319 -2.63569 -3.97948
C -2.08983 -3.24084 -4.22502
O -1.74944 -3.61485 -5.35742
C -1.13353 -3.34175 -3.07258
C -0.54159 -4.58835 -2.81212
C 0.41968 -4.72994 -1.87917
C 0.82689 -3.58960 -1.20687
N 0.41172 -2.38714 -1.49888
C -0.56509 -2.23961 -2.42079
H -3.98852 -0.04181 -2.28426
H -4.69488 -2.42751 -2.49060
H -3.03925 -1.93831 -2.01940
H -3.79569 -2.48430 -4.83305
H -0.82113 -5.47142 -3.46049
H 0.78974 -5.72156 -1.59041
H 1.67370 -3.63245 -0.52507
H -0.86554 -1.18232 -2.58729
C -3.63816 -5.29289 5.17986
N -2.34127 -5.00620 4.56090
C -1.05056 -5.59455 4.75996
C -0.15886 -4.92674 3.96554
N -0.82907 -3.89280 3.37066
C -2.20496 -3.97802 3.67592
S -3.33127 -2.84579 3.06867
H -4.02140 -6.26578 4.99490
H -4.32386 -4.60418 4.64351
H -3.77736 -5.03342 6.24774
H -1.02381 -6.52146 5.28798
H 0.83108 -5.15873 3.65487
H -0.47588 -3.23365 2.66510
N 0.92839 2.86178 -2.29698
C 0.83673 4.04178 -2.39484
N 0.30877 5.24101 -2.54293
C 0.95313 6.48890 -1.95590
C 0.02726 7.67493 -1.99710
O -0.60378 7.72767 -3.24823
C -1.45546 6.58740 -3.34612
C -0.63054 5.39566 -3.63757
H 1.77623 6.69202 -2.59298
H 1.25264 6.33170 -0.93239
H 0.65470 8.56721 -1.82785
H -0.68699 7.61659 -1.10904
H -2.15074 6.71541 -4.17757
H -2.03199 6.55010 -2.49844
H -0.10469 5.62155 -4.60366
H -1.18441 4.40607 -3.73829
*
```

## Properties
- energy (eV) = -92912.21147
- orbital gap (eV) = 3.731
- LUMO (eV) = 3.1
- ΔE to the lowest compared entry with this formula, charge and spin (kJ/mol) = 95.2
- highest occupied orbital energy (eV) = -0.58